# 1
Here is a 3-piece molecular cluster, C4H16NO2 overall in a non-equilibrium geometry from the Open Molecules 2025 dataset. Energies are from the ωB97M-V functional and the def2-TZVPD basis.

Orbital gap in eV: 12.46
HOMO in Ha: -0.566
Charge: +1
Spin multiplicity: 1
LUMO energy in eV: -2.93

```
23
C4H16NO2, DFT the ωB97M-V functional and the def2-TZVPD basis
O -0.2288 1.0311 3.0405
O 2.1781 2.0934 -0.5613
N 0.3510 -0.0995 0.6185
C -0.2174 -2.7715 -1.2478
C -0.2426 -1.2702 -1.5050
C -0.8064 -0.4971 -0.2799
C -1.5566 0.7893 -0.5982
H -0.3907 -3.1243 -0.2341
H -0.7684 -0.9885 -2.4222
H 0.8210 0.7932 0.4159
H -0.6186 1.8955 2.8772
H 2.5059 1.8229 -1.4191
H -1.0274 0.6123 3.3772
H -1.0333 -3.2158 -1.8396
H -1.5110 -1.1584 0.2503
H -1.6160 1.4587 0.2798
H 2.8437 2.6668 -0.1832
H 0.0713 0.0252 1.6204
H 0.7207 -3.2027 -1.6060
H -2.5581 0.5848 -0.9528
H 0.7185 -0.7917 -1.7336
H 1.1195 -0.7718 0.5806
H -0.9749 1.4564 -1.2206
```


# 2
Here is a 4-piece molecular cluster, C4H16NO3 overall in a non-equilibrium geometry from the Open Molecules 2025 dataset. Energies are from the ωB97M-V functional and the def2-TZVPD basis.

Orbital gap (alpha / beta) in eV: 2.53 / 11.95
HOMO (alpha / beta) in Ha: -0.083 / -0.419
Charge: 0
Spin multiplicity: 2
LUMO energy (alpha / beta) in eV: 0.26 / 0.55

```
24
C4H16NO3, DFT the ωB97M-V functional and the def2-TZVPD basis
O -3.5731 -0.5995 -0.6691
O 0.9485 -2.1399 -0.0627
O 3.4215 -1.3137 -0.2415
N -0.8527 -0.2698 0.0390
C -0.2415 0.5914 -1.0902
C -0.0726 2.0199 -0.4357
C 0.4104 1.5592 1.0467
C -0.4869 0.3073 1.3520
H 4.0527 -0.6490 -0.6167
H 3.8528 -1.6811 0.5418
H 0.7443 2.5960 -0.9575
H -1.8467 -0.1740 -0.1274
H 1.4913 1.3184 0.8819
H 0.3575 2.3289 1.8493
H -0.8895 0.6573 -1.9903
H -4.0573 -1.4737 -0.8199
H -1.3876 0.5964 1.9158
H 0.7042 -3.0241 -0.4837
H -0.3477 -1.2284 -0.0763
H -1.0465 2.5279 -0.3280
H 1.8668 -1.7082 -0.3765
H 0.0714 -0.4513 1.9354
H -3.9002 0.0086 -0.0094
H 0.7810 0.2013 -1.2772
```


# 3
Here is a 3-piece molecular cluster, C4H16NO3 overall in a non-equilibrium geometry from the Open Molecules 2025 dataset. Energies are from the ωB97M-V functional and the def2-TZVPD basis.

Orbital gap in eV: 10.20
HOMO in Ha: -0.497
Charge: +1
Spin multiplicity: 1
LUMO energy in eV: -3.32

```
24
C4H16NO3, DFT the ωB97M-V functional and the def2-TZVPD basis
O 1.1579 -0.3854 -1.0920
O 3.3335 0.5870 0.4851
O -0.4241 1.9450 -1.7650
N -2.8683 0.1628 1.1251
C -0.4691 -0.1222 1.0934
C 0.6102 -1.6387 -0.6690
C -0.0557 -1.5930 0.7478
C -1.5874 0.4121 0.2059
H -0.8569 -2.3198 0.8143
H -1.6913 -0.1871 -0.6918
H 1.4865 -2.2968 -0.5493
H 4.1637 0.3838 0.0511
H -2.9334 0.7554 1.9520
H -3.7225 0.3317 0.5959
H 3.2960 1.5245 0.7592
H 2.0212 -0.2519 -0.6844
H 0.3601 1.3929 -1.7934
H -0.0261 -1.9350 -1.4939
H -0.7113 -0.1970 2.1600
H -1.6777 1.4812 0.0932
H -0.4875 2.3821 -2.6284
H 0.3717 0.5575 1.0533
H 0.7598 -1.8787 1.4217
H -2.7796 -0.7875 1.4835
```


# 4
Here is a 4-piece molecular cluster, C4H16NO3 overall in a non-equilibrium geometry from the Open Molecules 2025 dataset. Energies are from the ωB97M-V functional and the def2-TZVPD basis.

Orbital gap (alpha / beta) in eV: 11.42 / 1.93
HOMO (alpha / beta) in Ha: -0.646 / -0.617
Charge: +2
Spin multiplicity: 2
LUMO energy (alpha / beta) in eV: -6.15 / -14.86

```
24
C4H16NO3, DFT the ωB97M-V functional and the def2-TZVPD basis
O 1.0043 -0.7564 -2.5324
O -3.3061 -3.5482 -4.2260
O -2.4862 3.0267 -0.7453
N 1.3768 -0.2040 0.5310
C 0.1653 0.9151 2.3232
C 0.3003 0.8320 0.8352
C 2.2582 -0.3075 1.7538
C 1.3351 0.0230 2.9022
H 0.9583 -1.1232 0.4080
H 3.0539 0.4156 1.6606
H 0.1696 -1.1129 -2.8612
H 1.8494 0.4860 3.7329
H 0.8332 -0.8466 3.3477
H -3.8522 -4.2002 -4.7306
H -2.2987 2.8740 -1.6925
H 0.6895 1.7473 0.3978
H -3.3198 3.5343 -0.7953
H 1.5507 -0.8062 -3.3345
H -3.8275 -2.7138 -4.1850
H 0.3582 1.8934 2.7319
H 1.8785 0.0163 -0.3302
H 2.6418 -1.3135 1.8227
H -0.7743 0.5775 2.7634
H -0.5581 0.5914 0.2222
```


# 5
Here is a 5-piece molecular cluster, C4H16NO6 overall in a non-equilibrium geometry from the Open Molecules 2025 dataset. Energies are from the ωB97M-V functional and the def2-TZVPD basis.

Orbital gap in eV: 8.85
HOMO in Ha: -0.206
Charge: -1
Spin multiplicity: 1
LUMO energy in eV: 3.25

```
27
C4H16NO6, DFT the ωB97M-V functional and the def2-TZVPD basis
O 1.2568 0.2294 3.2053
O 3.1319 -0.6178 0.9527
O -2.1828 -0.2169 -0.1416
O -3.1342 -1.1576 -2.5010
O 0.0069 -2.8948 1.7384
O -0.4119 -0.2193 1.2093
N -0.0172 1.4539 -1.4938
C -0.9528 -0.1662 0.0734
C 0.0517 2.4145 -0.4298
C 1.1289 1.7031 -2.3610
C -0.0120 0.0180 -1.1198
H 3.1382 0.2295 0.5022
H 0.8262 2.3468 0.3509
H 1.1188 0.9740 -3.1477
H 2.9325 -0.3415 1.8623
H -0.8621 2.4451 0.1812
H 0.9830 -0.4236 -0.9653
H 0.7082 -0.4317 3.6387
H -3.0818 -0.8721 -1.5567
H -0.3315 -0.4440 -2.0571
H 2.0867 1.9116 -1.8794
H 0.6232 -2.6729 1.0401
H -0.5560 -2.1265 1.8421
H 0.9304 2.6709 -2.8340
H 0.8844 0.1288 2.2920
H -2.3081 -0.8249 -2.8479
H 0.0235 3.4358 -0.8165
```


# 6
Here is a 2-piece molecular cluster, C4H16NSi2 overall in a non-equilibrium geometry from the Open Molecules 2025 dataset. Energies are from the ωB97M-V functional and the def2-TZVPD basis.

Orbital gap in eV: 9.41
HOMO in Ha: -0.480
Charge: +1
Spin multiplicity: 1
LUMO energy in eV: -3.66

```
23
C4H16NSi2, DFT the ωB97M-V functional and the def2-TZVPD basis
Si 3.2056 1.1186 -0.0442
Si 1.4398 -2.0762 0.0611
N 0.0213 0.4850 0.3741
C -2.4750 0.5385 1.0191
C -1.4063 -0.0476 0.1190
C -2.0483 0.1284 -1.2635
C 1.0339 -0.2560 -0.4394
H 0.1316 0.3091 1.3364
H 3.0013 -2.2947 -0.2408
H 0.5451 -3.1339 -0.4716
H -3.5499 0.2654 0.6946
H 1.0472 -1.9819 1.4269
H -2.3309 0.2074 2.0003
H 4.2144 0.3334 -0.9999
H -2.9715 -0.3139 -1.3665
H 3.5152 1.0215 1.4180
H -2.2667 1.6375 1.1852
H -1.4516 -0.1830 -2.1820
H 1.0305 -0.1380 -1.5343
H -0.1305 1.4796 0.0570
H -2.1796 1.2079 -1.5743
H -1.1545 -1.0503 0.1934
H 2.4910 2.4354 -0.7010
```


Copy entry 1 word for word.
Here is a 3-piece molecular cluster, C4H16NO2 overall in a non-equilibrium geometry from the Open Molecules 2025 dataset. Energies are from the ωB97M-V functional and the def2-TZVPD basis.

Orbital gap in eV: 12.46
HOMO in Ha: -0.566
Charge: +1
Spin multiplicity: 1
LUMO energy in eV: -2.93

```
23
C4H16NO2, DFT the ωB97M-V functional and the def2-TZVPD basis
O -0.2288 1.0311 3.0405
O 2.1781 2.0934 -0.5613
N 0.3510 -0.0995 0.6185
C -0.2174 -2.7715 -1.2478
C -0.2426 -1.2702 -1.5050
C -0.8064 -0.4971 -0.2799
C -1.5566 0.7893 -0.5982
H -0.3907 -3.1243 -0.2341
H -0.7684 -0.9885 -2.4222
H 0.8210 0.7932 0.4159
H -0.6186 1.8955 2.8772
H 2.5059 1.8229 -1.4191
H -1.0274 0.6123 3.3772
H -1.0333 -3.2158 -1.8396
H -1.5110 -1.1584 0.2503
H -1.6160 1.4587 0.2798
H 2.8437 2.6668 -0.1832
H 0.0713 0.0252 1.6204
H 0.7207 -3.2027 -1.6060
H -2.5581 0.5848 -0.9528
H 0.7185 -0.7917 -1.7336
H 1.1195 -0.7718 0.5806
H -0.9749 1.4564 -1.2206
```